{
  "formula": "C51H57N3O9SSeW",
  "method": "ωB97M-V/def2-TZVPD",
  "symbols": ["W", "C", "C", "C", "C", "C", "C", "C", "Se", "C", "C", "C", "C", "C", "C", "O", "C", "C", "C", "C", "C", "C", "C", "C", "C", "O", "C", "C", "C", "C", "C", "C", "H", "H", "H", "H", "H", "H", "H", "H", "H", "H", "H", "H", "H", "H", "H", "H", "H", "H", "H", "H", "H", "H", "H", "H", "H", "H", "H", "H", "H", "H", "H", "H", "H", "H", "H", "H", "H", "H", "H", "H", "N", "C", "S", "N", "N", "C", "C", "C", "C", "C", "C", "C", "O", "H", "H", "H", "H", "H", "H", "H", "O", "C", "O", "C", "C", "C", "C", "C", "C", "H", "H", "H", "H", "H", "O", "C", "O", "C", "C", "C", "C", "O", "C", "O", "C", "C", "H", "H", "H", "H", "H"],
  "coordinates": [[-0.3813, 0.7808, 0.7407], [-0.3822, -4.8607, -5.1722], [0.5786, -3.7019, -4.8991], [0.6118, -2.7986, -6.1410], [1.9823, -4.2798, -4.6550], [0.1709, -2.8907, -3.6679], [0.8557, -1.7231, -3.3493], [0.5549, -1.0544, -2.1819], [1.1848, 0.6851, -1.7809], [2.8205, 0.4776, -0.8644], [4.0253, 0.2678, -1.5064], [5.2099, 0.3908, -0.7957], [5.1133, 0.8661, 0.5113], [3.9172, 1.1345, 1.1795], [2.7323, 0.8217, 0.4918], [1.5405, 0.8396, 1.0832], [3.9236, 1.8058, 2.5638], [5.3291, 2.2568, 2.9667], [3.0354, 3.0607, 2.5065], [3.4035, 0.8442, 3.6404], [6.5435, 0.0430, -1.4635], [6.5239, -1.4375, -1.8740], [7.7302, 0.2661, -0.5252], [6.7433, 0.9136, -2.7142], [-0.4222, -1.5163, -1.2994], [-0.5395, -0.8670, -0.1135], [-1.2143, -2.6125, -1.6395], [-0.8651, -3.2733, -2.8214], [-2.4133, -3.0654, -0.7958], [-1.9202, -3.5786, 0.5610], [-3.2098, -4.1813, -1.4776], [-3.3626, -1.8742, -0.5872], [-0.0673, -5.3875, -6.0769], [-1.4052, -4.5054, -5.3296], [-0.3870, -5.5846, -4.3513], [0.8344, -3.3954, -7.0298], [1.3806, -2.0249, -6.0626], [-0.3532, -2.3057, -6.2902], [2.3027, -4.8757, -5.5161], [1.9877, -4.9207, -3.7689], [2.7137, -3.4822, -4.4988], [1.6172, -1.3181, -4.0051], [4.0249, 0.0294, -2.5655], [6.0301, 1.0578, 1.0485], [5.7668, 2.9356, 2.2280], [6.0066, 1.4096, 3.1093], [5.2658, 2.7915, 3.9178], [3.4233, 3.7704, 1.7700], [3.0225, 3.5503, 3.4856], [2.0118, 2.8149, 2.2373], [4.1339, 0.0494, 3.8256], [2.4719, 0.3772, 3.3365], [3.2314, 1.3823, 4.5794], [6.4062, -2.0772, -0.9952], [7.4595, -1.7060, -2.3756], [5.6969, -1.6492, -2.5568], [7.6397, -0.3288, 0.3887], [7.8304, 1.3197, -0.2459], [8.6522, -0.0339, -1.0303], [5.9757, 0.7196, -3.4687], [7.7176, 0.7067, -3.1673], [6.7028, 1.9743, -2.4541], [-1.4447, -4.1418, -3.0909], [-1.3270, -4.4903, 0.4315], [-2.7731, -3.8057, 1.2056], [-1.3075, -2.8350, 1.0705], [-2.6195, -5.0944, -1.6051], [-3.5870, -3.8682, -2.4564], [-4.0683, -4.4287, -0.8512], [-2.9230, -1.1258, 0.0639], [-4.2885, -2.2207, -0.1198], [-3.6098, -1.4030, -1.5438], [-0.0059, -0.5522, 5.1743], [-0.0480, 0.0162, 3.9275], [0.3994, -0.9972, 2.5981], [-0.3840, 1.2593, 3.8952], [-0.4127, 1.8772, 2.6564], [-0.7609, 3.1040, 2.7644], [-0.8041, 4.0828, 1.7110], [-1.3144, 5.3550, 1.9794], [-1.3415, 6.3278, 1.0020], [-0.8246, 6.0366, -0.2604], [-0.3012, 4.7854, -0.5388], [-0.3108, 3.7983, 0.4407], [0.1835, 2.5913, 0.1484], [0.0607, -1.5497, 5.2377], [-0.4524, -0.0516, 5.9234], [-1.0062, 3.4265, 3.7689], [-1.7026, 5.5628, 2.9713], [-1.7534, 7.3062, 1.2149], [-0.8346, 6.7948, -1.0345], [0.1084, 4.5381, -1.5107], [-1.5732, 1.2111, -1.3448], [-2.3249, 1.9414, -0.6727], [-2.1458, 1.9253, 0.5924], [-3.3633, 2.8138, -1.2535], [-3.4815, 2.9147, -2.6336], [-4.4453, 3.7485, -3.1773], [-5.2861, 4.4739, -2.3407], [-5.1665, 4.3710, -0.9593], [-4.2014, 3.5395, -0.4091], [-2.8118, 2.3412, -3.2647], [-4.5436, 3.8378, -4.2529], [-6.0420, 5.1211, -2.7695], [-5.8229, 4.9399, -0.3119], [-4.0851, 3.4357, 0.6640], [-3.1843, 1.4522, 2.9230], [-2.9555, 0.3151, 2.5668], [-1.9968, -0.1084, 1.7581], [-3.7521, -0.8152, 3.1330], [-3.1583, -2.0156, 3.4849], [-3.9088, -3.0599, 4.0430], [-5.2537, -2.8382, 4.1949], [-6.2010, -3.6908, 4.6934], [-7.4522, -2.9923, 4.6197], [-7.1925, -1.6996, 4.0715], [-5.8438, -1.6464, 3.8286], [-5.1258, -0.6083, 3.3091], [-2.0956, -2.1469, 3.3121], [-3.4555, -4.0043, 4.3241], [-7.8709, -2.8908, 5.6182], [-8.1367, -3.5344, 3.9703], [-5.5836, 0.3388, 3.0515]],
  "de_lowest_ev": 1.117,
  "orbital_gap_ev": 6.82
}